Computed, not measured: 2 unconnected molecules or ions with the total composition C5H8S3, with the ωB97M-V functional and the def2-TZVPD basis.

Results
DFT total energy (a.u.): -1389.667206
Gap between HOMO and LUMO (eV): 7.90
Relative energy (zero: lowest compared OMol25 entry of this formula, charge and spin) (kJ/mol): 520.75
HOMO (eV): -8.7
Net charge: 0
Multiplicity: 1

Geometry as XYZ:
```
16
Properties=species:S:1:pos:R:3:forces:R:3:nbo_charge:R:1
C -1.15005 2.37430 0.68856 -0.0974 -0.4851 1.2325 -0.6578
C 0.07605 1.48815 0.10624 -0.7695 -0.6223 3.8456 -0.2950
C -0.33587 0.43995 -0.92600 -1.1028 1.7211 -2.4895 -0.3204
C 0.29333 -0.68241 -0.20393 -1.9340 -0.6592 2.2803 -0.4730
C 0.34609 0.17578 1.10497 -0.6868 0.2617 -2.7097 -0.0674
H -0.94643 3.56815 0.30605 -1.3804 -3.5391 1.2686 0.2472
H -1.20306 2.23440 1.98922 0.4914 0.8879 -4.0224 0.2477
H -2.18666 1.72071 0.36403 2.7766 2.6430 0.5885 0.2283
H 1.09531 1.97280 0.03394 -1.4288 -0.2213 -0.4714 0.2554
H -1.45736 0.37582 -1.07768 1.3369 0.0576 0.4130 0.2403
H 0.06115 1.97201 -2.85054 0.1321 -0.8995 0.3474 0.1345
H 1.24977 -0.73315 -0.54530 3.0227 -0.3898 -0.8755 0.2334
H 0.92797 -2.93159 1.00199 -2.9588 1.1391 -2.5795 0.1539
S 0.46113 0.67793 -2.58791 -0.4768 0.5701 -0.0104 -0.0572
S -0.43804 -2.33983 -0.26926 3.0238 -0.8031 2.7865 -0.0085
S 0.41953 -0.27271 2.61712 0.0518 0.3390 0.3962 0.1385
```
Forces are in eV/Å.

=====

Computed, not measured: a molecular structure, C20H20Br3N6OTi, with the ωB97M-V functional and the def2-TZVPD basis.

Results
DFT total energy (a.u.): -9748.459264
Gap between HOMO and LUMO (eV): 6.02
HOMO (eV): -17.3
Net charge: +3
Multiplicity: 1

Geometry as XYZ:
```
51
Properties=species:S:1:pos:R:3:forces:R:3:nbo_charge:R:1
Ti 0.18137 0.22636 0.08488 -0.0926 -0.0430 -0.0442 2.1025
Br -2.28865 -3.88794 -0.78127 -0.0093 -0.0325 -0.0505 0.2499
C -1.82579 -3.12191 0.84258 -0.1700 -0.1722 -0.0361 -0.0748
C -2.14967 -3.76831 2.06153 0.0328 0.0744 -0.0562 -0.2297
C -1.81495 -3.21640 3.26907 0.0060 0.0239 -0.0387 -0.0584
Br -2.26856 -4.09989 4.84006 -0.0169 -0.0369 0.0884 0.2432
C -1.12051 -1.96260 3.32406 -0.0196 -0.0330 0.1319 -0.0551
C -0.72090 -1.29529 4.49175 -0.0245 -0.0353 0.0359 0.0024
C -0.05077 -0.08298 4.42046 -0.0021 -0.0087 0.0356 -0.2536
C 0.23250 0.46769 3.18876 -0.0276 -0.0061 -0.1242 0.1177
N -0.13345 -0.13148 2.03571 -0.1641 -0.2941 0.2099 -0.6393
C -0.81601 -1.34322 2.10523 0.1456 0.2493 0.1047 0.1305
C -1.17999 -1.92112 0.89030 0.1480 0.0916 -0.3012 0.1900
O -0.78770 -1.16866 -0.23534 -0.0275 -0.4055 0.5039 -0.6442
H -2.67431 -4.71357 2.02303 0.0076 0.0010 -0.0134 0.2852
H -0.94185 -1.73588 5.45681 0.0019 -0.0018 -0.0044 0.2773
H 0.25835 0.43650 5.31658 -0.0052 -0.0110 -0.0032 0.2826
H 0.76101 1.41012 3.11170 0.0192 0.0181 -0.0089 0.2312
C -0.17999 2.37486 -1.87898 -0.0889 0.1402 0.0091 -0.0651
N -0.91212 1.63280 -0.69767 -0.1446 0.5422 -0.1813 -0.6356
C -2.35223 1.26343 -1.25448 0.0844 0.0341 0.0293 -0.0377
N -3.00410 2.42850 -1.70605 0.0897 0.0313 0.0269 -0.4108
C -2.25291 3.06062 -2.79794 -0.0047 0.0193 0.0076 -0.0858
N -0.93485 3.49418 -2.30768 -0.0723 -0.0932 0.0720 -0.4085
C -1.10946 4.44704 -1.20496 0.0036 0.0036 0.0027 -0.0870
N -1.86545 3.82420 -0.10936 -0.0281 -0.1238 -0.0720 -0.4069
C -1.16552 2.70960 0.42019 0.0070 0.1604 -0.1347 -0.0740
C -3.18081 3.38940 -0.61217 0.0018 0.0201 -0.0051 -0.0860
H -0.06926 1.64837 -2.68435 0.0033 -0.0491 -0.0126 0.2294
H 0.79885 2.69376 -1.51384 0.0293 0.0067 0.0311 0.2102
H -2.88269 0.79578 -0.42623 -0.0311 -0.0102 0.0236 0.2223
H -2.18747 0.54678 -2.05695 -0.0063 -0.0207 -0.0387 0.2314
H -2.80166 3.92741 -3.15852 -0.0042 0.0023 -0.0097 0.2491
H -2.12892 2.35674 -3.62070 -0.0003 -0.0012 -0.0068 0.2269
H -1.65812 5.31446 -1.56422 0.0035 0.0107 -0.0011 0.2519
H -0.13512 4.77764 -0.84239 0.0046 0.0053 0.0019 0.2185
H -1.75146 2.22900 1.20372 -0.0186 -0.0448 0.0252 0.2288
H -0.18819 3.02434 0.80556 0.0392 0.0091 -0.0021 0.2086
H -3.72334 4.25817 -0.97751 -0.0113 0.0015 0.0006 0.2503
H -3.75287 2.93320 0.19587 -0.0057 0.0011 0.0049 0.2238
Br 6.29121 -0.17241 -2.29639 0.1887 -0.0034 -0.0751 0.3366
C 4.58722 -0.12398 -1.63361 -0.0304 -0.0001 0.0106 -0.0035
C 3.67420 -1.13983 -1.94773 -0.0203 -0.0107 0.0039 -0.2410
C 2.40600 -1.07656 -1.44208 -0.0328 0.0953 0.0694 0.0965
N 2.00451 -0.04919 -0.63828 0.3401 0.0010 -0.1741 -0.6554
C 2.90452 0.92912 -0.32456 -0.0657 -0.0721 -0.1055 0.0425
C 4.18251 0.93267 -0.80128 -0.0022 -0.0302 0.0555 -0.2293
H 3.95940 -1.96793 -2.58204 0.0171 0.0063 0.0007 0.2886
H 1.67214 -1.84039 -1.66251 -0.0302 -0.0134 0.0010 0.2482
H 2.56702 1.73054 0.33035 -0.0242 0.0145 0.0207 0.2201
H 4.86555 1.72684 -0.53319 0.0080 -0.0101 -0.0075 0.2855
```
Forces are in eV/Å.

=====

Computed, not measured: a single C3H4N4O molecule, with the ωB97M-V functional and the def2-TZVPD basis.

Results
DFT total energy (a.u.): -410.873740
Gap between HOMO and LUMO (eV): 8.89
Relative energy (zero: lowest compared OMol25 entry of this formula, charge and spin) (kJ/mol): 340.12
HOMO (eV): -9.1
Structure (SMILES): C=Cn1[nH]nnc1=O
Net charge: 0
Multiplicity: 1

Geometry as XYZ:
```
12
Properties=species:S:1:pos:R:3:forces:R:3:nbo_charge:R:1
C -1.89553 0.87621 0.32445 0.3636 -4.5399 -1.5061 -0.4921
C -1.06054 -0.24584 0.10803 -1.0837 2.7950 -0.1166 -0.0094
N 0.33638 -0.18449 -0.01400 -2.0911 -1.2234 0.1684 -0.2898
N 1.11389 0.88842 -0.13589 1.4811 -0.6103 -0.3646 -0.2192
N 2.36324 0.39895 -0.25959 0.9608 1.3375 0.1343 0.0371
N 2.42733 -0.85993 -0.34699 -1.2392 -0.0726 -0.3933 -0.2615
C 1.08434 -1.36061 -0.24833 -0.2218 1.4172 1.4376 0.6890
O 0.58064 -2.44604 -0.16721 0.6903 -0.5048 -0.6434 -0.5827
H -2.97123 0.53940 0.19185 1.3298 1.0707 0.5434 0.2297
H -1.61925 1.93018 0.32375 0.0699 -0.4720 0.2031 0.2121
H -1.31968 -1.31995 -0.10572 -0.3764 1.4150 0.6336 0.2636
H 0.96041 1.78370 0.32966 0.1167 -0.6124 -0.0964 0.4230
```
Forces are in eV/Å.

=====

Computed, not measured: a molecular structure, C11H19MnN2O4, with the ωB97M-V functional and the def2-TZVPD basis.

Results
DFT total energy (a.u.): -1991.769550
Gap between HOMO and LUMO (alpha / beta) (eV): 8.16 / 8.36
<S²>: 1.129
Relative energy (zero: lowest compared OMol25 entry of this formula, charge and spin) (kJ/mol): 4.86
HOMO (alpha / beta) (eV): -11.0 / -11.1
Net charge: +1
Multiplicity: 2

Geometry as XYZ:
```
37
Properties=species:S:1:pos:R:3:forces:R:3:lowdin_spin:R:1
Mn 0.66951 2.02025 -0.34229 0.3854 0.1226 -0.3267 0.9867
C -0.63085 -3.34581 3.62995 -0.0147 0.0000 -0.0074 0.0000
O -1.62921 -3.26302 2.61741 0.0090 0.0213 -0.0051 -0.0003
C -1.56723 -2.25323 1.74453 0.0056 -0.0015 -0.0101 0.0004
C -2.59169 -2.23504 0.76753 0.0592 0.0155 0.0479 0.0025
C -2.60100 -1.23753 -0.14786 -0.0368 0.0207 -0.0461 0.0000
C -1.62218 -0.19567 -0.19217 -0.0772 -0.0440 -0.0865 0.0020
C -1.74172 0.81811 -1.19042 -0.0313 0.1449 -0.1035 0.0010
C -2.88687 0.89372 -2.16306 -0.0266 -0.0136 0.0087 -0.0009
O -0.90116 1.75213 -1.36347 -0.2329 -0.2723 0.1868 0.0194
C -0.57823 -0.24510 0.79154 0.1663 0.0097 0.0771 0.0012
O 0.41552 0.60327 0.89422 -0.2721 0.0114 -0.0666 0.0009
C -0.59405 -1.27844 1.74673 0.0313 -0.0517 0.0817 0.0020
H -0.87359 -4.22626 4.21524 -0.0038 -0.0043 -0.0031 0.0000
H -0.65376 -2.46231 4.26982 -0.0037 0.0050 0.0010 0.0000
H 0.36024 -3.45963 3.18821 0.0046 -0.0057 -0.0030 0.0000
H -3.34106 -3.01277 0.77782 -0.0006 -0.0030 -0.0030 0.0002
H -3.38952 -1.24853 -0.88325 0.0050 0.0117 -0.0146 -0.0001
H -3.75205 0.29347 -1.91491 -0.0029 0.0013 0.0185 -0.0001
H -2.52565 0.59932 -3.15036 -0.0026 -0.0282 0.0073 0.0000
H -3.18781 1.93775 -2.23217 0.0099 0.0047 -0.0147 0.0000
H 0.20623 -1.26847 2.47112 -0.0054 -0.0178 0.0088 -0.0002
C 3.11933 -0.36742 -3.00304 0.0071 -0.0119 -0.0151 0.0002
C 2.84341 0.43860 -1.75967 0.0206 -0.0172 -0.0316 0.0002
O 1.68838 1.30531 -1.95263 0.0827 -0.0493 0.1856 -0.0009
H 4.00086 -0.98926 -2.85017 -0.0051 0.0034 -0.0009 0.0001
H 3.30581 0.28122 -3.85901 0.0045 -0.0021 -0.0014 -0.0001
H 2.28503 -1.03413 -3.23199 -0.0005 0.0041 -0.0018 0.0000
H 3.67233 1.10400 -1.52441 -0.0077 0.0018 0.0122 -0.0001
H 2.64097 -0.19760 -0.89741 -0.0049 0.0000 -0.0037 -0.0001
H 1.12133 0.93961 -2.64157 -0.0792 0.0276 -0.0466 0.0009
N 0.68562 3.29759 1.27160 -0.0420 -0.0306 0.1264 0.0009
N 2.03206 2.85240 0.97517 -0.0435 0.2863 -0.0001 -0.0152
H 0.62175 4.28747 1.48379 0.0439 0.0233 -0.0499 0.0004
H 0.33017 2.76034 2.05764 0.0263 -0.0277 -0.0022 0.0020
H 2.50924 2.50407 1.80077 -0.0288 -0.1532 -0.0375 -0.0017
H 2.55985 3.63159 0.59678 0.0609 0.0192 0.1189 -0.0012
```
Forces are in eV/Å.